{"formula": "C31H38BrN5SeSiTa", "method": "ωB97M-V/def2-TZVPD", "elements": ["H", "N", "H", "H", "H", "C", "H", "C", "H", "C", "N", "C", "N", "H", "C", "H", "C", "C", "H", "C", "H", "C", "H", "H", "Ta", "C", "H", "C", "C", "C", "C", "H", "H", "C", "H", "Se", "H", "H", "C", "Si", "C", "N", "H", "C", "C", "C", "H", "H", "C", "H", "H", "C", "H", "H", "C", "C", "H", "H", "C", "H", "Br", "H", "H", "C", "C", "N", "H", "H", "H", "C", "H", "C", "C", "H", "H", "H", "H", "C"], "coordinates": [[0.74761, -1.55623, 5.37022], [-1.81515, -1.18729, -0.22993], [-1.32190, 2.49708, -3.12387], [-1.25178, -2.53257, 1.33296], [-3.33766, -2.86130, -1.93265], [2.00674, -2.47830, 0.37649], [3.25718, -3.55968, 2.48410], [-1.69724, -2.57818, 0.35787], [-2.78534, 4.84912, 3.85807], [1.21764, -2.30459, -1.89885], [1.34565, -1.79853, -0.55261], [3.16566, 0.76937, -1.32330], [2.10049, 1.10985, -0.30623], [-0.65724, 0.77526, -4.24129], [0.14858, 1.85240, -1.73929], [0.23116, -5.26571, -3.30129], [-2.82069, -1.90801, -3.81220], [0.38634, -1.17778, 3.27255], [-1.08919, -3.19542, -0.23077], [0.60831, -4.23582, -3.29198], [0.79464, 3.98686, 4.60955], [-2.35520, 4.10388, 3.14759], [2.51211, -3.15798, 4.91157], [-1.69353, 4.65652, 2.43567], [0.18278, 0.08840, 0.21050], [-2.97802, -0.50593, 0.35760], [2.11977, 1.96431, 1.64940], [0.75443, -3.45241, -4.47458], [-1.25418, -0.18320, -2.35247], [-0.47250, 2.80619, -2.53608], [1.22805, 4.39545, -1.89651], [3.85573, 1.59888, -1.33381], [3.53914, 2.31711, 0.70103], [-2.10738, -0.88616, -4.49584], [0.49558, 2.61136, 5.70504], [-0.52744, 1.63804, 1.77154], [-3.93870, -0.99566, 0.12558], [-2.64957, -3.04335, 0.43038], [1.75312, 3.48322, -1.00217], [-1.40240, 2.78287, 3.98307], [1.74182, -2.19202, 1.78112], [-0.42298, 0.59920, -1.52087], [-3.43329, -2.51376, -4.43205], [-1.29672, -0.01199, -3.75770], [0.90285, -3.64936, -2.04308], [1.34666, -1.56604, -3.03780], [3.64585, -0.11782, -0.97100], [-2.76239, 0.78097, 3.67551], [-0.00600, 3.35427, 5.10162], [2.57533, -3.32804, 0.11576], [-0.23741, 4.76253, -3.39212], [2.85202, 1.53195, 0.92514], [-2.76561, -0.48713, 1.45895], [-1.86417, 0.61919, 5.15494], [1.17440, -2.12302, -4.30292], [-1.97265, -1.15186, -1.69898], [1.60742, 5.40583, -1.95995], [-3.26771, 3.85539, 2.59792], [1.28198, 2.18099, -0.98524], [3.34779, 0.66662, 1.31047], [0.43695, -3.95591, -6.24215], [-0.39499, -0.42282, 3.46482], [2.71894, 0.69909, -2.31443], [-2.33678, 1.33575, 4.49895], [-2.79129, -2.04237, -2.42464], [0.73456, -1.30349, 2.00675], [-0.54339, 4.01983, 5.74736], [-2.23248, -0.79966, -5.57189], [-3.22573, 1.75835, 5.05258], [0.14125, 4.06857, -2.67513], [2.60284, 3.73751, -0.45348], [2.43883, -2.86012, 2.77939], [1.02023, -1.81501, 4.34829], [0.77134, -4.30758, -1.16451], [-2.96655, 0.52430, -0.02259], [1.54332, -0.49502, -2.96838], [1.29636, -1.50039, -5.19540], [2.04375, -2.67903, 4.09969]], "lowdin_charge": [0.139, -0.268, 0.120, 0.069, 0.138, 0.003, 0.161, -0.021, 0.075, -0.286, 0.005, 0.001, -0.305, 0.141, -0.280, 0.128, -0.020, -0.126, 0.060, -0.041, 0.075, -0.214, 0.128, 0.057, 1.479, -0.075, 0.049, -0.674, -0.235, 0.039, -0.015, 0.111, 0.087, -0.015, 0.038, 0.528, 0.123, 0.098, 0.006, 0.474, -0.248, -0.125, 0.113, -0.007, -0.035, -0.054, 0.092, 0.017, -0.159, 0.139, 0.124, -0.062, 0.079, 0.042, -0.113, -0.205, 0.134, 0.053, -0.271, 0.093, 0.865, 0.058, 0.090, -0.226, 0.027, -0.057, 0.040, 0.127, 0.091, 0.002, 0.107, 0.054, 0.018, 0.126, 0.092, 0.088, 0.117, 0.015], "charge": 3, "homo_lumo_gap_ev": 5.90, "energy_ev": -185009.162, "e_above_lowest_ev": 0.417}